Entry 1:
The following is a DFT calculation (ωB97M-V with the def2-TZVPD basis set) of C16H19BN6SV as an isolated structure.

Element x y z (Å)
1 H 0.795 -3.715 -1.518
2 N -0.616 -2.135 -1.177
3 B -2.276 -0.133 -1.676
4 N -1.470 -1.429 -2.052
5 C -1.577 -2.147 -3.194
6 V -0.844 -2.487 0.611
7 H -2.296 -1.897 -3.965
8 C -0.667 -3.211 -3.157
9 H -0.487 -3.942 -3.925
10 C -0.025 -3.144 -1.925
11 H -3.309 -0.205 -2.330
12 C 2.164 3.011 1.764
13 H 2.583 2.815 2.754
14 H 1.665 2.108 1.402
15 H 1.435 3.821 1.850
16 N -1.726 1.341 -2.138
17 N -2.689 -0.356 -0.177
18 N -0.552 1.961 -1.743
19 N -1.894 -0.978 0.811
20 C -2.390 2.179 -3.007
21 C -3.905 -0.106 0.359
22 H -3.340 1.888 -3.439
23 H -4.720 0.271 -0.253
24 C -1.640 3.341 -3.169
25 C -3.873 -0.380 1.732
26 C -0.496 3.152 -2.354
27 C -2.596 -0.870 2.005
28 H -1.861 4.198 -3.773
29 H -4.667 -0.205 2.443
30 H 0.321 3.846 -2.222
31 H -2.122 -1.123 2.943
32 H 2.922 3.278 1.103
33 S 0.967 -2.647 1.890
34 C 2.242 -1.480 2.011
35 C 2.444 -0.916 3.298
36 C 3.557 -0.121 3.547
37 C 4.489 0.119 2.535
38 C 4.280 -0.397 1.254
39 C 3.167 -1.198 0.975
40 H 1.793 -1.205 4.128
41 H 3.728 0.271 4.551
42 H 5.371 0.722 2.746
43 H 5.027 -0.207 0.480
44 H 3.088 -1.689 0.001

Force components x, y, z for each atom (eV/Å):
-0.1909 -0.1306 0.1396
1.1880 0.6617 -5.6139
-0.5328 0.7413 -0.8021
0.5635 -1.6920 0.4016
0.8090 0.0803 0.6217
1.2440 -2.3613 2.4620
0.2824 0.2388 0.1617
0.0482 0.2032 -0.0551
-0.0304 0.0953 -0.0846
-1.8007 1.5426 0.2412
0.2872 0.0043 0.2801
-1.4953 -0.5544 1.3189
-0.0131 -0.0068 -0.1442
0.0614 0.1538 0.0569
0.0839 -0.1129 -0.0817
0.5907 -0.0064 0.3410
-0.2037 -1.0584 1.4400
-0.2892 -0.2149 -0.0524
-3.3707 4.2499 1.1821
0.5611 0.0682 0.3246
0.9814 0.2105 0.3720
0.1890 0.0580 0.0777
0.3589 0.0504 0.1517
-0.1395 -0.9923 0.4427
0.0921 0.1692 -0.1311
-1.1911 -1.2911 -0.0376
-0.0481 0.1591 -2.2902
-0.1731 0.1105 -0.1636
0.0865 -0.0387 -0.1208
0.0828 -0.2610 0.1931
-0.0519 -0.2368 -0.1322
1.3521 0.4973 -1.1663
0.0952 -1.0286 0.3498
1.1860 1.0187 0.4837
0.3543 -0.2646 -0.5151
0.1336 -0.1325 -0.1755
-0.2726 0.1502 -0.0880
-0.0567 -0.0904 0.1842
-0.0832 -0.1711 0.7347
0.0432 0.1965 -0.4368
-0.0601 -0.0781 -0.2784
-0.1791 -0.1374 -0.0905
-0.2887 -0.0752 0.1572
-0.2036 0.2759 0.3415

Values from the calculation:
Charge: 0
E_HOMO (spin up / spin down), eV: -7.33 / -7.93
Kohn-Sham gap (spin up / spin down), eV: 7.22 / 7.61
2S+1: 4
LUMO level (spin up / spin down), eV: -0.11 / -0.31

Atom charges from the Mulliken analysis, given in e for atoms 1 to 6: number 1, H, carries 0.486; number 2, N, carries -0.228; number 3, B, carries 0.122; number 4, N, carries 0.192; number 5, C, carries -0.127; number 6, V, carries 0.756



Entry 2:
The following is a DFT calculation (ωB97M-V with the def2-TZVPD basis set) of C16H19BN6TeTi as an isolated structure.

Element x y z (Å)
1 H -3.791 -0.833 1.404
2 N -1.894 -1.500 0.645
3 B 0.109 -3.002 -0.053
4 N -1.144 -2.623 0.814
5 C -1.811 -3.460 1.642
6 Ti -2.316 -0.404 -0.881
7 H -1.392 -4.416 1.920
8 C -3.018 -2.864 2.010
9 H -3.776 -3.284 2.647
10 C -3.070 -1.634 1.370
11 H -0.025 -4.193 -0.311
12 C 2.580 3.081 -0.256
13 H 3.354 3.418 -0.952
14 H 1.946 2.347 -0.765
15 H 3.060 2.601 0.606
16 N 1.514 -2.951 0.658
17 N 0.009 -2.270 -1.434
18 N 2.119 -1.772 1.053
19 N -0.731 -1.149 -1.638
20 C 2.322 -4.009 0.966
21 C 0.346 -2.784 -2.640
22 H 2.026 -5.022 0.733
23 H 0.944 -3.680 -2.707
24 C 3.478 -3.514 1.567
25 C -0.203 -1.981 -3.643
26 C 3.299 -2.110 1.601
27 C -0.906 -0.971 -3.007
28 H 4.321 -4.067 1.920
29 H -0.133 -2.141 -4.706
30 H 3.998 -1.388 2.006
31 H -1.454 -0.122 -3.389
32 H 2.002 3.889 0.058
33 Te -3.141 2.009 -0.990
34 C -1.688 3.398 -0.225
35 C -1.316 3.417 1.127
36 C -0.590 4.512 1.625
37 C -0.156 5.519 0.760
38 C -0.491 5.474 -0.599
39 C -1.222 4.390 -1.103
40 H -1.621 2.596 1.776
41 H -0.354 4.571 2.687
42 H 0.456 6.340 1.135
43 H -0.175 6.273 -1.270
44 H -1.467 4.309 -2.160

Force components x, y, z for each atom (eV/Å):
-0.1861 0.1337 0.1954
-0.4883 -0.0079 0.4859
2.4027 -1.8626 0.9047
-0.8481 0.0986 0.3302
0.4266 1.1861 -0.5887
0.2464 -0.6807 -0.2513
0.0181 0.0461 -0.0834
-0.5167 0.3779 -0.1182
0.0156 0.0003 0.0975
1.1581 -0.9885 0.1405
-0.1337 0.5657 0.0608
1.1214 -1.5929 -0.5374
-0.1464 -0.0389 0.1421
0.0926 0.0860 0.0833
-0.1382 0.1303 -0.2328
-0.6374 1.1253 -0.1867
-0.2450 0.3348 -0.8957
0.1482 -0.2000 0.0912
-0.0377 -0.0915 -0.6939
0.7211 0.3538 0.3150
-0.3346 0.9845 1.1221
0.0549 0.0608 0.0251
-0.0390 -0.0110 0.0393
-1.2340 0.0814 -0.5575
-0.5531 0.3311 -0.3007
-1.2244 -0.7187 -0.6806
0.9828 -0.9265 0.5553
0.1686 -0.2244 0.0849
0.0859 0.0457 0.0159
-0.3419 0.1108 -0.1704
0.0666 0.2027 -0.2262
-0.9296 1.3684 0.5318
0.9766 0.0989 0.6141
0.7530 0.5549 0.1473
-0.4416 0.1080 0.0614
0.0122 -0.4442 -0.4221
-0.3104 -0.1034 -0.2085
0.0207 -0.5401 0.0587
-0.4383 0.0004 0.0155
0.0159 0.3699 0.0658
0.0029 -0.1639 -0.2878
-0.2983 -0.1747 -0.0442
-0.0316 -0.2984 0.1339
0.0637 0.3124 0.1685

Values from the calculation:
Charge: +2
E_HOMO (spin up / spin down), eV: -13.50 / -13.50
Kohn-Sham gap (spin up / spin down), eV: 3.60 / 3.59
LUMO level (spin up / spin down), eV: -9.90 / -9.91

Atom charges from the Mulliken analysis, given in e for atoms 1 to 6: number 1, H, carries 0.502; number 2, N, carries -0.413; number 3, B, carries -0.154; number 4, N, carries 0.316; number 5, C, carries 0.011; number 6, Ti, carries 1.300



Entry 3:
The following is a DFT calculation (ωB97M-V with the def2-TZVPD basis set) of C16H19BrN3O4PdSe2 as an isolated structure.

Element x y z (Å)
1 Pd -0.879 -0.919 -2.006
2 O 0.898 -0.683 -3.126
3 N 1.872 -1.346 -2.669
4 N 1.636 -2.041 -1.627
5 O 0.462 -2.096 -1.000
6 C 2.705 -2.790 -1.047
7 C 3.961 -2.828 -1.644
8 C 4.969 -3.557 -1.038
9 C 4.735 -4.245 0.147
10 C 3.477 -4.199 0.725
11 C 2.452 -3.473 0.134
12 H 4.134 -2.290 -2.563
13 H 5.948 -3.589 -1.499
14 H 5.530 -4.813 0.612
15 H 3.282 -4.735 1.646
16 H 1.462 -3.429 0.562
17 O -6.653 0.480 1.002
18 C -5.672 1.244 0.327
19 C -4.259 0.634 0.357
20 C -3.958 0.120 1.784
21 O -4.609 0.859 2.821
22 C -3.286 1.722 -0.120
23 Se -2.690 3.024 1.215
24 C -4.201 -0.552 -0.621
25 Se -2.574 -1.644 -0.495
26 H -6.368 0.485 1.927
27 H -5.634 2.258 0.747
28 H -6.004 1.327 -0.711
29 H -2.881 0.077 1.951
30 H -4.332 -0.900 1.876
31 H -4.211 1.742 2.831
32 H -3.757 2.330 -0.895
33 H -2.404 1.287 -0.582
34 H -4.305 -0.206 -1.647
35 H -5.031 -1.225 -0.404
36 Br -2.259 0.537 -3.357
37 C -1.026 2.229 1.762
38 C -0.257 1.448 0.906
39 C 0.932 0.933 1.385
40 C 1.330 1.239 2.678
41 C 0.507 2.051 3.438
42 N -0.655 2.536 3.002
43 H -0.575 1.225 -0.101
44 H 1.525 0.287 0.752
45 H 2.251 0.852 3.092
46 H 0.782 2.325 4.451

Force components x, y, z for each atom (eV/Å):
-0.0105 -0.0878 -0.0277
-0.0567 0.0743 0.0004
0.0503 -0.0649 0.0388
-0.0459 0.0358 0.0284
0.0394 0.0760 -0.0409
0.0043 -0.0052 0.0208
0.0031 0.0047 0.0083
0.0034 -0.0026 0.0005
0.0012 -0.0005 -0.0051
-0.0113 0.0017 -0.0088
-0.0021 -0.0175 -0.0117
0.0005 -0.0012 -0.0024
0.0021 -0.0004 -0.0009
0.0023 0.0007 0.0009
0.0000 0.0040 -0.0008
0.0136 0.0134 0.0038
0.0188 -0.0941 0.0248
-0.0137 0.0118 -0.0018
-0.0224 0.0050 0.1899
0.0263 -0.0611 -0.1397
0.0262 0.1216 0.0424
-0.1134 0.0282 -0.1048
0.0489 -0.0487 0.0390
0.0711 0.1116 0.0330
-0.0444 -0.0007 -0.0866
-0.0556 0.0027 0.0030
0.0057 0.0144 -0.0173
0.0516 0.0421 -0.0297
0.0039 0.0268 0.0138
-0.0090 0.0087 -0.0027
0.0235 -0.0548 0.0060
0.0285 -0.0575 -0.0355
-0.0744 -0.0081 0.0474
0.0264 0.0110 -0.0182
0.0144 -0.0174 0.0445
0.0254 -0.0222 0.0036
-0.0050 0.0841 0.0932
-0.0127 -0.0538 0.0016
-0.0520 -0.0362 0.0471
0.0276 -0.0372 0.0150
-0.0237 0.0238 -0.0263
-0.0491 0.0127 -0.0673
0.0291 -0.0242 -0.0266
0.0562 -0.0231 -0.0501
0.0005 0.0101 -0.0019
-0.0020 -0.0058 0.0009

Values from the calculation:
Charge: -1
E_HOMO, eV: -4.57
Kohn-Sham gap, eV: 7.12
LUMO level, eV: 2.56

Atom charges from the Mulliken analysis, given in e for atoms 1 to 6: number 1, Pd, carries 0.235; number 2, O, carries -0.639; number 3, N, carries -0.003; number 4, N, carries 0.755; number 5, O, carries -0.802; number 6, C, carries 0.267



Entry 4:
The following is a DFT calculation (ωB97M-V with the def2-TZVPD basis set) of an isolated ion of composition C16H19ClNO2 and charge +1.

Element x y z (Å)
1 O -2.340 -1.252 -1.194
2 C -2.336 -2.656 -1.128
3 C -1.578 -3.084 0.146
4 N -0.415 -2.175 0.262
5 C 0.800 -2.548 -0.525
6 C 1.918 -1.611 -0.152
7 C 2.967 -2.042 0.643
8 C 3.948 -1.138 1.027
9 C 3.851 0.188 0.670
10 C 2.783 0.640 -0.114
11 O 2.753 1.970 -0.347
12 C 1.678 2.542 -1.066
13 C 0.319 2.217 -0.496
14 C 0.169 1.925 0.855
15 C -1.043 1.472 1.347
16 C -2.116 1.337 0.481
17 Cl -3.609 0.652 1.067
18 C -2.011 1.712 -0.849
19 C -0.790 2.143 -1.332
20 C 1.834 -0.280 -0.551
21 H -3.085 -0.881 -0.696
22 H -3.341 -3.082 -1.132
23 H -1.811 -3.008 -2.019
24 H -1.259 -4.124 0.092
25 H -2.216 -2.948 1.020
26 H -0.790 -1.272 -0.120
27 H -0.133 -2.036 1.236
28 H 0.556 -2.475 -1.585
29 H 1.068 -3.578 -0.285
30 H 3.033 -3.075 0.948
31 H 4.780 -1.472 1.625
32 H 4.591 0.907 0.983
33 H 1.865 3.620 -1.016
34 H 1.720 2.237 -2.120
35 H 1.010 2.032 1.523
36 H -1.151 1.227 2.392
37 H -2.863 1.647 -1.505
38 H -0.695 2.408 -2.374
39 H 1.028 0.023 -1.202

Force components x, y, z for each atom (eV/Å):
-0.1237 0.2601 -0.1406
0.1388 -0.3953 0.0771
-0.6514 -0.2240 -0.3406
-0.1018 0.3321 0.1044
0.6454 -0.0133 -0.1730
0.0841 -0.0372 0.0273
-0.1661 -0.0991 -0.0883
-0.0437 0.0762 0.0085
-0.1412 0.1436 -0.1426
0.0750 -0.4217 0.1716
0.1627 0.0312 0.1348
-0.1619 0.2813 -0.2582
-0.0889 0.0395 0.1056
-0.0428 0.1259 -0.1465
-0.0816 -0.0406 0.0325
0.1180 0.1329 -0.0993
-0.0670 0.0437 0.0195
-0.1138 -0.0017 0.1667
0.2115 0.0340 0.1893
0.1226 0.1032 -0.1623
0.0409 -0.0516 -0.0241
0.0741 -0.0212 0.0300
-0.0854 -0.0198 0.0680
0.1053 0.0628 0.0758
0.1482 0.0532 -0.0096
0.2627 -0.1916 0.4051
-0.0825 0.0659 -0.1777
-0.1314 -0.0379 0.0754
-0.1598 0.0635 0.0035
0.0053 -0.1532 0.0343
0.0990 -0.0181 0.0664
0.1093 0.0969 0.0472
-0.0119 -0.1745 -0.0822
0.0093 0.0254 0.1183
0.1002 -0.0476 0.0687
-0.0518 -0.0266 0.1182
-0.1288 -0.0341 -0.0699
0.0092 -0.0149 -0.1675
-0.0860 0.0525 -0.0657

Values from the calculation:
Charge: +1
SMILES: OCC[NH2+]Cc1cccc(OCc2ccc(Cl)cc2)c1
E_HOMO, eV: -11.80
Kohn-Sham gap, eV: 9.16
LUMO level, eV: -2.64

Atom charges from the Mulliken analysis, given in e for atoms 1 to 6: number 1, O, carries -0.462; number 2, C, carries -0.488; number 3, C, carries -0.584; number 4, N, carries 0.306; number 5, C, carries -0.768; number 6, C, carries 0.194



Entry 5:
The following is a DFT calculation (ωB97M-V with the def2-TZVPD basis set) of one molecule with the formula C16H19F3N2O2.

Element x y z (Å)
1 C 5.856 0.672 -0.196
2 C 4.486 -0.005 -0.155
3 C 4.536 -1.345 -0.884
4 C 4.042 -0.166 1.304
5 C 2.639 -0.754 1.465
6 N 1.637 0.049 0.805
7 C 0.972 -0.358 -0.281
8 O 1.085 -1.446 -0.806
9 C 0.006 0.695 -0.858
10 C -1.363 0.078 -1.176
11 C -2.220 0.835 -0.188
12 C -3.672 0.749 -0.038
13 C -4.379 1.953 -0.014
14 C -5.756 1.974 0.079
15 C -6.464 0.786 0.150
16 C -5.783 -0.417 0.159
17 C -4.396 -0.442 0.075
18 C -3.712 -1.779 0.151
19 F -2.596 -1.756 0.898
20 F -3.355 -2.248 -1.062
21 F -4.494 -2.726 0.690
22 N -1.572 1.728 0.448
23 O -0.259 1.741 0.096
24 H 5.828 1.636 0.308
25 H 6.600 0.049 0.295
26 H 6.170 0.833 -1.225
27 H 3.765 0.642 -0.668
28 H 5.155 -2.054 -0.337
29 H 4.962 -1.214 -1.876
30 H 3.541 -1.764 -1.002
31 H 4.071 0.812 1.792
32 H 4.746 -0.818 1.825
33 H 2.393 -0.826 2.530
34 H 2.584 -1.750 1.024
35 H 1.458 0.980 1.153
36 H 0.487 1.151 -1.729
37 H -1.331 -0.999 -1.023
38 H -1.702 0.269 -2.196
39 H -3.818 2.872 -0.075
40 H -6.279 2.918 0.093
41 H -7.541 0.792 0.210
42 H -6.326 -1.346 0.241

Force components x, y, z for each atom (eV/Å):
-0.3105 0.0084 -0.0497
0.2278 -0.0861 0.1682
-0.1836 0.2397 0.0206
-0.2893 -0.0079 -0.3245
0.2967 -0.1298 0.1140
0.1426 0.2829 0.3342
-0.4051 0.5714 0.0457
0.0126 -0.3110 -0.2947
-0.0466 -0.4422 -0.2330
0.2097 0.0967 0.0396
0.8656 -0.1079 -0.2166
-0.5680 0.1103 0.1563
0.0895 -0.1334 -0.0422
-0.0876 -0.0474 0.0230
0.0297 0.0323 -0.0026
0.1131 -0.0306 -0.0160
0.0237 0.0185 0.0405
0.0577 -0.4030 -0.0221
0.1209 0.2196 0.0819
0.0048 0.1128 -0.1789
-0.2522 0.0274 0.0738
-1.0043 0.0337 0.4720
0.7551 0.1348 -0.3648
0.0614 0.1155 0.0609
0.1318 -0.0707 0.0628
0.0930 0.0289 -0.0973
0.0234 -0.0029 0.0291
0.1208 -0.1221 0.0667
0.0608 -0.0377 -0.1173
-0.0695 -0.1324 -0.0268
0.0610 0.0226 0.0907
0.0921 0.0049 0.0737
-0.0016 -0.0822 -0.1064
-0.0158 0.0492 0.1200
-0.1354 -0.1095 -0.0898
-0.0549 -0.0860 0.1246
-0.0685 0.1068 -0.0506
0.0228 -0.0110 0.0377
0.0396 0.0883 -0.0333
-0.0424 0.0898 -0.0031
-0.1051 0.0084 0.0093
-0.0156 -0.0490 0.0243

Values from the calculation:
Charge: 0
SMILES: CC(C)CCNC(=O)[C@H]1CC(c2ccccc2C(F)(F)F)=NO1
E_HOMO, eV: -9.17
Kohn-Sham gap, eV: 9.55
LUMO level, eV: 0.39

Atom charges from the Mulliken analysis, given in e for atoms 1 to 6: number 1, C, carries -1.677; number 2, C, carries 1.108; number 3, C, carries -1.399; number 4, C, carries -0.873; number 5, C, carries -0.971; number 6, N, carries -0.046



Calculated total energy (a.u.)
-2316.6547, -2091.3005, -8591.1076, -1286.2896, -1180.6832
ΔE to the lowest compared entry with this formula, charge and spin (eV)
3.3068, 3.2419, 0.1119, 0.0000, 1.7844